Record 1
ORCA calculation (wB97M-V/def2-TZVPD) on 8 unconnected molecules or ions with the total composition C27H53FO9S7 at a distorted geometry.

Atoms and positions in Å:
C -1.1715 -1.8477 -3.2120
C 0.2469 -1.3329 -2.6782
C 1.2739 -0.5710 -3.6034
C 2.6626 -0.0547 -3.1374
C 3.7144 0.6887 -4.1084
C 5.0540 -0.2020 -4.3374
F 5.8064 -0.3939 -3.1112
C 3.1127 -0.2431 -1.6550
C 2.1452 -0.9929 -0.7078
C 0.7238 -1.5436 -1.2014
C -0.1476 -2.3348 -0.0984
O -1.4001 -2.2718 -0.0084
C 0.7442 -3.2068 0.9577
C 2.0132 -2.7021 1.4001
C 2.5377 -1.2789 0.8337
O 3.1672 -0.4412 1.5287
H -1.9444 -1.7442 -2.3787
H -1.0929 -2.9373 -3.5368
H -1.5064 -1.1346 -4.0542
H 0.9896 -0.3933 -4.7031
H 4.0145 1.7211 -3.7301
H 3.2125 0.7493 -5.1508
H 5.7844 0.3084 -5.0769
H 4.8181 -1.2307 -4.7899
H 4.1129 0.1413 -1.2330
H 0.4362 -4.2272 1.3579
H 2.6805 -3.3083 2.1185
C 0.1998 1.7721 -0.0544
S 0.7440 3.2692 -0.9037
O 2.1482 3.0388 -1.3681
C 0.8239 4.3013 0.5741
H 0.1194 0.9682 -0.7869
H 0.9252 1.4892 0.7110
H -0.7758 1.9488 0.4025
H 1.5121 3.8625 1.2987
H -0.1715 4.3920 1.0102
H 1.1837 5.2905 0.2868
C -0.2954 4.7594 5.9864
S -0.0781 5.4505 4.3320
O -0.4798 4.3958 3.3482
C 1.7247 5.4892 4.3798
H -1.3618 4.6115 6.1632
H 0.2201 3.8001 6.0608
H 0.0994 5.4565 6.7275
H 2.1150 4.4841 4.5539
H 2.0542 6.1626 5.1729
H 2.0884 5.8575 3.4199
C -3.9577 -3.2267 1.4219
S -3.2901 -3.2146 3.0980
O -2.2110 -4.2481 3.1585
C -4.7547 -3.9149 3.8893
H -3.1868 -2.8598 0.7428
H -4.2372 -4.2436 1.1388
H -4.8283 -2.5698 1.3701
H -4.9844 -4.8891 3.4528
H -5.5992 -3.2360 3.7588
H -4.5487 -4.0347 4.9536
C -0.2932 -6.2036 -1.8796
S 1.0807 -5.0345 -1.8427
O 0.8715 -4.0602 -2.9569
C 2.3386 -6.2095 -2.3869
H -1.2069 -5.6716 -1.6090
H -0.4004 -6.6224 -2.8829
H -0.1129 -7.0015 -1.1567
H 2.0640 -6.6252 -3.3586
H 2.4344 -7.0085 -1.6495
H 3.2895 -5.6821 -2.4739
C -4.2168 3.6273 4.4524
S -4.1919 4.7352 5.8770
O -4.5712 3.9311 7.0782
C -5.6394 5.6990 5.3910
H -3.4087 2.9032 4.5637
H -5.1717 3.1005 4.4065
H -4.0609 4.2039 3.5390
H -6.5059 5.0430 5.2870
H -5.4380 6.2083 4.4469
H -5.8373 6.4401 6.1662
C 2.7938 8.5340 -0.2273
S 2.8011 8.8630 1.5475
O 2.4156 7.5950 2.2397
C 1.3523 9.9401 1.5454
H 3.6048 7.8405 -0.4533
H 1.8423 8.0862 -0.5199
H 2.9538 9.4664 -0.7716
H 0.4903 9.4045 1.1425
H 1.5585 10.8271 0.9438
H 1.1438 10.2409 2.5727
C -1.2953 -8.2519 -6.9114
S -1.1638 -9.0043 -5.2759
O -0.7338 -7.9341 -4.3236
C 0.2872 -10.0118 -5.6484
H -2.1256 -7.5448 -6.9003
H -0.3721 -7.7227 -7.1540
H -1.4910 -9.0269 -7.6545
H 1.1122 -9.3728 -5.9696
H 0.0407 -10.7299 -6.4324
H 0.5761 -10.5491 -4.7444

The calculation puts the HOMO-LUMO gap at 0.2786 Eh. The calculation puts the energy relative to the best compared isomer or geometry (same formula, charge and spin) at 630.0 kJ/mol.

Atomic partial charges in e from the Löwdin method, atoms 1 to 5:
1 C -0.071
2 C -0.142
3 C 0.034
4 C -0.141
5 C -0.134

---

Record 2
ORCA calculation (wB97M-V/def2-TZVPD) on a molecular structure, C27H53N8O9PS at a distorted geometry.

Atoms and positions in Å:
C -0.2384 0.5623 3.8175
C -0.5861 -0.8596 3.1572
C -1.4747 -0.5804 1.8444
C -3.0198 -0.8021 2.1186
C -0.9123 -1.3056 0.5828
C -0.1214 -0.4588 -0.4309
O 0.0476 0.9259 -0.2466
C 0.4910 -1.0097 -1.6176
P 1.5069 -0.0021 -2.8351
O 1.9934 1.2980 -2.2595
O 2.8707 -0.9260 -3.1268
O 0.6152 0.1787 -4.2333
C 0.3473 -2.4847 -1.9480
N 0.8395 -3.1839 -3.0264
S 0.3535 -4.7736 -2.7579
N -0.4757 -4.6361 -1.3143
C -0.4383 -3.3173 -0.9325
C -1.0547 -2.7219 0.3201
C -1.7922 -3.7032 1.2969
N -0.9136 -4.2779 2.3465
C 0.1348 -5.1488 1.7686
H -0.1405 0.4540 4.9328
H 0.6981 1.0145 3.3772
H -1.0843 1.2894 3.6303
H 0.3959 -1.3311 2.8596
H -1.1443 -1.4381 3.9368
H -1.3476 0.5266 1.6517
H -3.1564 -1.2221 3.1616
H -3.5903 0.1689 2.1059
H -3.5285 -1.5116 1.4188
H 0.7025 1.0106 0.4738
H 3.0693 -1.3050 -2.2368
H 0.0793 1.0006 -4.1675
H -2.1318 -4.5798 0.6633
H -2.7170 -3.2916 1.7698
H -0.4138 -3.5008 2.7869
H 0.9492 -4.5485 1.2528
H -0.2701 -5.8555 0.9987
H 0.6533 -5.7445 2.5717
C -1.5599 2.9822 -5.0042
O -0.3485 2.9829 -4.8560
N -2.4091 3.8825 -4.4621
C -3.8405 3.8203 -4.6815
C -1.8682 4.9455 -3.6332
H -2.0698 2.2184 -5.6144
H -4.1698 4.7446 -5.1617
H -4.3457 3.7098 -3.7193
H -4.0989 2.9753 -5.3193
H -1.1616 5.5357 -4.2204
H -1.3365 4.5067 -2.7863
H -2.6684 5.5885 -3.2697
C -5.4646 -6.9677 -2.6675
O -5.2860 -7.6747 -1.6955
N -4.6272 -5.9860 -3.0850
C -4.9077 -5.1821 -4.2569
C -3.4112 -5.7335 -2.3330
H -6.3564 -7.0763 -3.3079
H -4.0991 -5.3087 -4.9808
H -4.9725 -4.1313 -3.9638
H -5.8489 -5.4826 -4.7172
H -2.8070 -6.6429 -2.3174
H -3.6722 -5.4696 -1.3059
H -2.8398 -4.9232 -2.7827
C 3.5590 -1.5536 0.8243
O 2.8667 -1.4539 -0.1762
N 4.7083 -0.8811 1.0401
C 5.4818 -1.0472 2.2547
C 5.1844 0.0398 0.0194
H 3.2848 -2.2239 1.6554
H 5.5620 -0.0835 2.7625
H 6.4801 -1.4072 1.9968
H 5.0055 -1.7644 2.9232
H 4.4294 0.8099 -0.1524
H 5.3427 -0.5061 -0.9130
H 6.1173 0.5056 0.3331
C 3.8830 4.7641 -1.7332
O 4.6898 5.4215 -1.0963
N 3.3806 5.1034 -2.9429
C 2.4211 4.2645 -3.6381
C 3.8145 6.3412 -3.5606
H 3.4875 3.8066 -1.3563
H 2.8457 3.9680 -4.6001
H 1.5052 4.8369 -3.8022
H 2.1799 3.3690 -3.0667
H 4.8978 6.3154 -3.6986
H 3.5674 7.1785 -2.9037
H 3.3261 6.4759 -4.5248
C -0.6236 2.8430 6.2503
O -1.6606 2.2240 6.1060
N 0.0204 3.0297 7.4278
C 1.2556 3.7824 7.5189
C -0.5462 2.4572 8.6354
H -0.1103 3.3180 5.3972
H 2.0410 3.1357 7.9172
H 1.1090 4.6323 8.1894
H 1.5591 4.1497 6.5387
H -0.6221 1.3740 8.5194
H -1.5485 2.8618 8.7900
H 0.0792 2.6900 9.4961

The calculation puts the HOMO-LUMO gap at 0.2831 Eh.

Atomic partial charges in e from the Löwdin method, atoms 1 to 5:
1 C -0.114
2 C -0.188
3 C -0.292
4 C -0.063
5 C -0.034

---

Record 3
ORCA calculation (wB97M-V/def2-TZVPD) on a molecular structure, C27H54As2F12O27Tl at a distorted geometry.

Atoms and positions in Å:
Tl -1.2356 -0.8782 -4.7181
As 0.1080 -0.8086 -0.4970
F 0.9267 -1.2905 0.9728
F -0.8987 -2.1948 -0.4258
F -0.7133 -0.4512 -1.9869
F 1.0557 0.6287 -0.5999
F 1.3009 -1.7457 -1.3170
F -1.0140 0.1007 0.4834
As -4.1682 -3.5054 -2.4301
F -4.1220 -4.7407 -3.6133
F -5.1115 -2.4740 -3.4380
F -4.0984 -2.2911 -1.1812
F -3.1203 -4.5051 -1.4751
F -2.7393 -2.7716 -3.1609
F -5.5678 -4.1488 -1.6702
C 1.5348 7.6866 -0.1226
O 1.0318 6.5497 -0.8149
C 1.9086 5.5785 -1.0369
O 3.0014 5.5062 -0.5490
O 1.3705 4.7408 -1.9278
C 2.1093 3.5738 -2.2595
H 0.7106 8.3932 -0.0967
H 2.4497 8.0879 -0.5474
H 1.7323 7.4530 0.9280
H 2.2484 3.5408 -3.3350
H 1.5479 2.6902 -1.9461
H 3.0782 3.4990 -1.7705
C -4.2965 -1.1451 1.7639
O -5.1894 -0.5027 2.6869
C -5.9786 -1.2688 3.4001
O -6.0512 -2.4599 3.3402
O -6.6381 -0.5301 4.2515
C -7.6044 -1.1760 5.0845
H -3.6464 -1.8544 2.2786
H -3.7083 -0.3912 1.2600
H -4.8980 -1.7351 1.0644
H -7.0879 -1.6644 5.9119
H -8.2263 -1.8897 4.5425
H -8.3180 -0.4704 5.5034
C -4.5038 0.2092 -1.0884
O -5.1454 0.9874 -2.1020
C -4.7967 0.7278 -3.3693
O -3.8159 0.1231 -3.6885
O -5.6511 1.3345 -4.1651
C -5.6479 0.9969 -5.5343
H -4.6772 0.6917 -0.1241
H -3.4277 0.1311 -1.2325
H -5.0312 -0.7571 -1.0607
H -4.7894 1.4014 -6.0803
H -6.4643 1.5638 -5.9854
H -5.7958 -0.0523 -5.7724
C 3.4334 -3.7645 1.7091
O 4.7576 -3.5932 2.1670
C 5.5259 -4.6816 2.1309
O 5.2189 -5.7279 1.6335
O 6.6530 -4.4328 2.7869
C 7.6414 -5.4451 2.8817
H 2.9327 -4.5407 2.2944
H 3.3717 -4.0296 0.6556
H 2.8702 -2.8541 1.8887
H 7.2310 -6.3671 3.2937
H 8.4326 -5.1035 3.5398
H 8.0848 -5.6714 1.9121
C 3.7037 -0.3424 6.3495
O 2.2937 -0.4036 6.1590
C 1.8689 -0.1342 4.9452
O 2.5663 0.1254 4.0060
O 0.5569 -0.1780 4.9232
C -0.1038 0.1079 3.6838
H 4.2175 -1.0350 5.6832
H 3.9185 -0.6891 7.3565
H 4.0774 0.6709 6.2326
H 0.2499 -0.4672 2.8302
H 0.1970 1.1425 3.4733
H -1.1836 0.0665 3.7539
C 2.0763 2.6334 -6.0024
O 2.8961 1.5825 -5.4633
C 2.4179 0.7866 -4.5464
O 1.2748 0.6994 -4.2065
O 3.4087 0.0764 -4.0699
C 3.1064 -0.7565 -2.9441
H 2.6871 3.3539 -6.5285
H 1.5049 3.0809 -5.1941
H 1.3996 2.1591 -6.7152
H 4.0402 -1.2506 -2.6806
H 2.3847 -1.5355 -3.1803
H 2.8040 -0.1716 -2.0766
C 8.3752 2.3561 1.0041
O 7.0113 2.2605 1.4412
C 6.1342 1.7887 0.5752
O 6.3996 1.4139 -0.5396
O 4.9404 1.7359 1.1267
C 3.9287 1.0195 0.3833
H 8.9175 2.6592 1.8919
H 8.5189 3.0653 0.1951
H 8.7057 1.3658 0.6949
H 3.0133 1.1472 0.9522
H 4.2273 -0.0219 0.3155
H 3.7325 1.5274 -0.5594
C -4.6004 -4.7049 1.7948
O -3.3272 -5.1159 1.4730
C -2.2799 -4.5531 2.0312
O -1.1732 -4.6889 1.6248
O -2.6540 -3.8202 3.0677
C -1.6073 -3.1168 3.7832
H -4.8199 -3.6241 1.6614
H -4.9324 -5.0244 2.7895
H -5.2943 -5.2077 1.1195
H -1.0951 -2.4326 3.1102
H -0.9361 -3.8292 4.2468
H -2.1339 -2.5406 4.5409
C -1.2573 5.3613 -4.1178
O -1.0967 3.9740 -4.3791
C -1.4117 3.0938 -3.4574
O -1.4485 1.9116 -3.6672
O -1.6410 3.6764 -2.2909
C -2.0852 2.9660 -1.1647
H -2.3091 5.5906 -3.9477
H -0.9764 5.9011 -5.0182
H -0.6376 5.6935 -3.2898
H -1.3909 3.0975 -0.3299
H -2.2175 1.8950 -1.2940
H -3.0315 3.3770 -0.7992

The calculation puts the HOMO-LUMO gap at 0.0537 Eh. The total charge is +1.

Atomic partial charges in e from the Löwdin method, atoms 1 to 5:
1 Tl 1.129
2 As 0.723
3 F -0.261
4 F -0.226
5 F -0.320

---

Record 4
ORCA calculation (wB97M-V/def2-TZVPD) on a molecular structure, C27H54B2Br3CaF4N2NaO14P at a distorted geometry.

Atoms and positions in Å:
C 4.5760 -2.1810 -0.0124
C 4.9550 -1.8089 1.2594
C 5.6401 -0.5261 1.5387
O 6.2797 0.0603 0.7266
O 5.5144 -0.0069 2.8020
C 4.1951 0.4510 3.0728
C 4.1933 1.9709 3.3189
C 2.7364 2.4028 3.5446
C 2.2665 2.3024 5.0167
C 0.8546 2.9311 5.0777
C -0.2658 1.8377 4.9094
C -1.2309 2.3155 3.8541
C -1.9103 3.4932 4.1196
N -2.7809 4.0147 3.2445
C -2.9780 3.4013 2.0768
C -2.3327 2.2430 1.7267
C -2.5907 1.6418 0.3487
Br -4.4707 1.9306 -0.1680
C -1.7475 2.4460 -0.7014
C -2.2392 2.2289 -2.1471
Br 0.1434 2.0714 -0.5620
C -1.4258 1.6498 2.6354
B -0.6258 0.3007 2.3425
C -1.2768 -1.1615 2.5650
O 0.6368 0.3207 1.8918
H 3.5427 -2.1889 -0.3563
H 5.3481 -2.4949 -0.7168
H 4.7108 -2.4938 2.0792
H 3.7805 -0.0167 3.9784
H 3.5169 0.2652 2.2313
H 4.6033 2.4741 2.4426
H 4.7828 2.2218 4.2015
H 2.5656 3.4139 3.1724
H 2.0846 1.7101 3.0007
H 2.9336 2.8229 5.7019
H 2.2148 1.2303 5.2301
H 0.7752 3.6181 4.2318
H 0.6826 3.5416 5.9649
H -0.7750 1.7899 5.8763
H 0.1727 0.8623 4.6855
H -1.7337 4.0279 5.0500
H -3.2555 4.8851 3.5047
H -3.6803 3.9193 1.4433
H -2.3410 0.5826 0.3306
H -1.8948 3.4960 -0.4452
H -2.9400 3.0034 -2.4854
H -1.3718 2.3592 -2.7947
H -2.7161 1.1913 -2.2693
H -0.4963 -1.8544 2.9644
H -1.6241 -1.5922 1.6204
H -2.1403 -1.1172 3.2585
H 1.1010 -0.5009 2.0997
Br -1.3316 0.1086 -2.9737
C 8.6617 1.3907 1.4429
C 9.4722 2.2690 2.3603
O 8.9562 3.2186 2.8882
C 10.9292 1.9182 2.5846
H 7.6545 1.7828 1.3852
H 9.0942 1.3871 0.4413
H 8.6292 0.3735 1.8396
H 11.4671 1.9473 1.6364
H 11.0080 0.9229 3.0250
H 11.3749 2.6411 3.2649
Na -2.0615 -2.5760 4.2797
O -5.0701 5.6457 1.8743
H -5.5551 4.9159 1.4324
H -4.7691 6.2248 1.1078
O -3.1944 -5.0935 -2.3539
P -3.5146 -5.3225 -3.7925
O -2.4831 -6.4830 -4.2674
C -2.6968 -7.8232 -3.7987
C -3.9758 -8.4152 -4.3514
O -2.8132 -3.9744 -4.4289
C -2.2944 -2.9462 -3.6133
C -0.8266 -3.1889 -3.3070
O -4.5291 -5.4716 -5.0363
C -4.5161 -4.6947 -6.2493
C -3.3411 -5.0027 -7.1491
H -2.7042 -7.8357 -2.7042
H -1.8412 -8.4102 -4.1288
H -4.8549 -7.8810 -3.9748
H -4.0708 -9.4619 -4.0632
H -3.9949 -8.3489 -5.4349
H -2.8843 -2.8218 -2.7049
H -2.3900 -2.0143 -4.1770
H -0.6574 -4.1983 -2.9310
H -0.4600 -2.4740 -2.5616
H -0.2265 -3.0852 -4.2119
H -4.5929 -3.6332 -6.0205
H -5.4343 -4.9562 -6.7770
H -2.3824 -4.9081 -6.6450
H -3.3447 -4.3203 -8.0003
H -3.4012 -6.0271 -7.5195
N -4.7794 -9.4699 -7.9066
O -3.7487 -8.7926 -8.0154
O -5.0096 -10.0668 -6.8502
O -5.5732 -9.5386 -8.8429
O -1.8912 6.6741 4.9337
H -2.0421 5.8360 4.5043
Ca -6.2537 7.2565 1.6694
B 6.3331 4.6397 0.6936
F 5.2791 4.8277 -0.2308
F 6.7405 5.8738 1.2080
F 5.8644 3.8109 1.7521
F 7.4113 4.0033 0.0503
O -9.2526 8.0470 -1.2589
H -8.8348 7.2288 -1.6370
H -10.2283 7.9549 -1.1630
H -9.0124 8.8517 -1.7744

The calculation puts the HOMO-LUMO gap at 0.0362 Eh. The total charge is +1.

Atomic partial charges in e from the Löwdin method, atoms 1 to 5:
1 C 0.077
2 C -0.073
3 C -0.505
4 O 0.151
5 O 0.001